70
Properties=species:S:1:pos:R:3:forces:R:3 method="wB97M-V/def2-TZVPD" multiplicity=5 total_charge=0 e_above_lowest_kcal_mol=12.0 orbital_gap_ha="0.19534 / 0.26340" e_tot_ev=-115178.923
Rh 0.243 0.008 -0.648 -0.94 -0.69 -0.90
Ge 0.563 -2.785 -2.221 0.23 0.29 0.01
S -3.015 -0.153 -1.204 0.01 0.16 0.17
Si 2.426 0.232 0.290 -0.41 0.46 0.14
Si 0.195 2.392 -0.245 0.77 -0.17 0.49
N -1.699 0.162 -0.126 0.19 0.33 0.20
C 4.289 2.430 0.319 -0.11 0.03 -0.05
C -0.510 2.917 1.405 -0.16 -0.03 0.19
C -4.048 -2.529 -1.951 -0.13 -0.07 0.04
C -3.772 -2.149 0.449 -0.13 -0.22 0.04
C -4.559 -3.775 -1.683 0.01 0.05 0.01
C -6.231 2.764 0.419 0.00 -0.04 0.00
C 4.636 3.770 0.237 -0.04 -0.04 0.00
C -3.654 -1.692 -0.881 0.17 -0.11 -0.02
C 3.684 -0.825 -0.600 0.01 -0.26 -0.22
C -1.070 -3.147 -3.199 -0.18 -0.01 0.02
C -4.684 -4.234 -0.359 -0.01 -0.05 -0.05
C -4.227 0.969 -0.320 -0.02 0.06 -0.19
C -6.556 1.474 0.011 -0.01 -0.03 -0.02
C 3.658 4.723 -0.028 -0.04 -0.03 0.00
C 0.294 -2.127 -0.382 0.18 -0.19 0.16
C 2.483 -0.224 2.092 -0.09 -0.18 0.26
C 1.980 2.976 -0.145 0.10 0.32 -0.01
C 1.562 -1.488 -3.317 0.10 0.01 -0.02
C -4.290 -3.416 0.688 0.06 0.15 -0.02
C 2.341 4.329 -0.212 0.05 -0.10 -0.02
C -4.904 3.153 0.445 0.10 -0.05 -0.01
C -3.903 2.258 0.074 -0.06 0.08 0.07
C -5.564 0.591 -0.382 -0.06 -0.13 0.09
C -0.627 3.273 -1.658 -0.23 0.02 -0.27
C 2.962 2.019 0.127 0.34 0.20 0.05
C 1.567 -4.452 -2.121 0.09 -0.15 0.03
H 1.085 -2.464 0.289 0.02 0.00 -0.04
H -4.874 -4.406 -2.506 0.01 0.00 0.01
H 4.583 -0.866 0.023 0.02 0.00 -0.06
H -5.085 -5.220 -0.161 0.01 0.02 -0.01
H 1.709 -4.844 -3.130 0.04 -0.02 0.04
H -0.671 -2.435 0.020 -0.03 0.08 0.00
H -1.994 0.452 0.804 -0.10 0.09 -0.05
H 1.730 0.319 2.668 0.04 -0.01 0.01
H -3.474 -1.511 1.270 0.03 -0.01 0.00
H 2.636 -1.674 -3.286 -0.02 -0.01 -0.01
H 2.319 -1.295 2.243 0.00 0.06 0.02
H 3.470 0.032 2.489 -0.04 -0.02 0.03
H 0.201 2.629 2.183 -0.02 0.05 0.00
H -1.482 2.504 1.672 -0.01 0.02 -0.01
H -1.578 -2.218 -3.460 -0.01 -0.03 0.00
H -2.873 2.570 0.104 0.14 0.07 -0.03
H 3.945 -0.394 -1.567 0.03 -0.03 0.02
H -1.682 3.018 -1.761 -0.04 0.02 -0.03
H 3.338 -1.849 -0.761 0.05 0.03 0.04
H -3.969 -2.173 -2.971 0.02 0.00 0.03
H 2.543 -4.317 -1.654 -0.02 0.00 -0.02
H 3.924 5.771 -0.085 0.00 -0.01 -0.01
H 1.589 5.088 -0.407 0.01 -0.02 -0.01
H -4.635 4.156 0.754 0.01 -0.01 -0.01
H 1.226 -1.547 -4.353 0.03 -0.03 0.01
H -7.011 3.457 0.707 0.01 -0.01 0.00
H 5.062 1.698 0.533 -0.02 0.01 -0.01
H -5.824 -0.405 -0.724 0.01 0.05 -0.01
H -0.790 -3.664 -4.119 -0.03 0.02 -0.01
H 1.003 -5.184 -1.541 0.04 -0.01 -0.02
H -0.590 4.010 1.414 0.01 -0.03 0.06
H -0.550 4.350 -1.478 -0.02 -0.02 -0.06
H -0.129 3.049 -2.604 0.00 0.04 0.02
H -1.760 -3.775 -2.637 0.02 0.02 -0.03
H 1.403 -0.459 -2.980 0.00 0.04 -0.04
H -4.381 -3.767 1.709 -0.01 0.01 0.00
H -7.591 1.158 -0.016 0.01 0.00 0.00
H 5.665 4.075 0.381 0.00 0.00 0.00


73
Properties=species:S:1:pos:R:3:forces:R:3 method="wB97M-V/def2-TZVPD" smiles="O=C1c2ccccc2C(=O)c2ccccc21.CCN(CC)CC.CC(N)=O.CC(N)=O.CC(N)=O" total_charge=0 e_above_lowest_kcal_mol=11.4 orbital_gap_ha=0.26350 e_tot_ev=-43777.685
O -1.027 -1.880 2.514 1.00 0.51 0.98
O -3.289 1.997 4.299 -0.68 0.73 0.47
O 1.681 -4.004 5.996 0.20 0.32 -0.15
O -0.281 -3.152 -3.641 -0.10 0.12 -0.11
O 3.892 0.160 -3.247 0.13 0.13 -0.48
N -0.262 2.281 -1.777 -0.05 -0.07 -0.02
N -2.277 -0.520 3.780 0.69 0.43 0.23
N 1.355 -2.466 4.354 -0.07 0.56 -0.91
N -3.787 4.130 4.676 0.38 1.02 -0.50
C 2.994 -1.043 -0.954 -0.25 0.40 -0.68
C 2.332 -1.397 0.206 1.25 -1.39 0.07
C 3.107 -0.710 -5.900 0.75 -0.11 -0.11
C 1.392 -1.979 -4.787 1.02 0.49 0.23
C 0.535 -2.363 -1.043 0.79 -0.93 -0.26
C -3.977 2.831 4.903 0.89 -1.09 -0.43
C 3.060 -0.704 -3.403 -0.14 -0.80 0.57
C 0.926 -2.360 -6.038 -0.38 -0.60 0.31
C 0.943 -3.264 5.372 -0.26 -0.79 1.27
C -1.322 0.392 -0.412 0.28 -0.63 -0.30
C 1.508 -1.904 -7.192 0.59 0.36 -0.98
C 1.745 3.200 -0.663 0.16 -0.52 -0.02
C 2.473 -1.392 -2.214 -0.86 0.71 1.85
C 1.221 -2.065 -2.222 1.08 1.02 -0.45
C 2.650 -1.107 -7.153 -0.78 0.67 1.13
C 1.190 -2.170 0.169 -0.47 0.41 -0.01
C 1.168 2.140 -1.601 0.46 0.49 -0.28
C -5.048 2.454 5.868 -0.24 0.38 0.01
C -0.516 -3.104 5.772 -0.32 0.45 -0.70
C 0.695 -2.431 -3.553 -0.93 -0.90 0.01
C 2.536 -1.154 -4.704 -0.69 0.06 -1.28
C -0.209 0.402 2.865 -0.83 -0.80 0.85
C -0.767 1.631 -2.988 -0.08 1.04 -0.71
C -1.130 -0.788 3.100 -1.96 -0.22 -1.69
C -1.017 1.883 -0.576 -0.77 -0.14 -0.30
C 0.071 1.786 -4.270 0.96 -1.91 0.26
H 0.721 -2.300 3.577 -0.13 0.08 0.31
H -1.862 0.086 0.485 0.03 0.56 0.22
H 2.832 3.225 -0.767 -0.02 -0.13 0.13
H -0.833 -3.679 6.635 0.47 -0.26 -0.01
H -0.449 2.159 0.308 -0.02 0.46 -0.03
H 0.838 -2.554 1.116 -0.56 0.02 -0.21
H 1.381 4.185 -0.950 -0.21 0.00 0.17
H -0.405 -2.894 -1.112 -0.04 0.02 0.02
H 3.081 -0.620 -8.016 0.04 -0.39 -0.24
H 2.882 -1.372 1.142 -0.20 0.61 0.08
H -2.609 0.431 3.988 0.31 -0.65 0.08
H -4.239 4.894 5.143 -0.24 -0.23 0.18
H -0.908 0.568 -2.777 -0.14 -0.07 -0.56
H 1.502 2.958 0.371 0.04 0.36 0.12
H 0.122 -3.079 -6.129 -0.23 0.25 0.30
H 1.640 2.343 -2.562 -0.05 -0.29 0.00
H 3.881 -0.427 -0.898 0.12 -0.13 -0.12
H -5.235 3.269 6.566 -0.02 -0.11 0.13
H -0.134 0.557 1.794 0.29 -0.06 0.06
H -1.155 -3.363 4.923 -0.01 -0.01 -0.01
H -1.901 -0.071 -1.213 0.04 0.27 -0.14
H -2.920 -1.283 3.884 -0.10 -0.10 -0.13
H -5.954 2.328 5.272 -0.05 -0.26 0.17
H 3.977 -0.066 -5.873 -0.06 0.06 0.29
H 1.459 1.124 -1.291 0.10 0.07 0.04
H -4.783 1.544 6.395 -0.10 -0.05 -0.07
H 2.331 -2.429 4.112 0.09 -0.47 0.19
H 0.410 2.748 -4.644 -0.33 0.31 0.46
H -0.369 -0.135 -0.372 -0.04 -0.15 -0.05
H 1.062 -2.137 -8.152 0.05 -0.22 0.05
H -0.727 1.234 3.342 0.56 0.34 -0.06
H -0.712 -2.050 5.980 0.03 0.01 -0.02
H -1.955 2.445 -0.590 0.00 0.09 0.18
H -3.118 4.375 3.963 0.01 -0.07 0.07
H -1.704 2.107 -3.299 -0.42 -0.32 0.76
H 0.739 0.162 3.342 0.17 0.36 -0.15
H -0.409 1.241 -5.088 -0.47 0.35 0.04
H 0.954 1.147 -4.141 0.30 0.41 -0.09


76
Properties=species:S:1:pos:R:3:forces:R:3 method="wB97M-V/def2-TZVPD" total_charge=+1 orbital_gap_ha=0.30615 e_tot_ev=-49352.076
O 4.290 2.987 0.398 0.15 -0.10 0.09
O -8.066 -0.609 -3.294 0.11 -0.23 -0.15
O 6.378 2.875 -0.430 -0.11 0.23 0.48
O -2.951 0.958 1.001 0.28 -0.15 0.08
O -6.654 0.494 -4.564 0.07 -0.12 -0.02
O -1.035 0.485 2.896 -0.02 -0.58 -0.30
O -0.375 -1.250 -2.211 -0.50 -1.18 -1.74
N 1.755 0.778 1.742 -0.81 -0.76 1.11
N -1.855 2.200 4.424 -0.25 0.46 0.36
N 1.661 -1.568 1.667 -0.11 0.05 0.02
N 0.201 0.237 -0.466 -0.19 -0.14 0.34
N -0.126 -0.198 0.892 0.08 -0.40 -0.01
C -1.740 1.689 0.893 -1.04 -0.01 -0.17
C -3.881 -0.418 -2.268 -0.10 -0.28 -0.29
C 3.869 -3.542 0.730 0.66 -0.59 0.27
C 5.432 3.365 0.432 -0.32 -0.02 -0.21
C 5.944 4.415 1.372 0.16 -0.55 -0.07
C 1.157 -0.398 1.472 0.10 0.85 -0.51
C -3.371 -2.233 -0.788 -0.05 0.44 -0.12
C 6.361 0.460 -0.800 0.33 0.37 0.83
C 6.941 1.626 0.014 -0.08 -0.32 -0.83
C -7.245 0.430 -3.521 -0.04 0.30 0.13
C 5.025 -1.716 -0.664 0.27 0.40 0.43
C -9.961 -0.062 -1.853 0.02 0.11 -0.10
C -0.157 -0.568 -1.340 0.40 0.91 1.47
C -1.503 1.397 3.687 0.25 -0.35 -0.12
C -7.129 1.528 -2.486 0.16 -0.22 0.27
C -8.686 -0.860 -2.029 -0.17 0.05 0.18
C -3.597 0.503 -1.272 0.09 -0.13 -0.07
C 5.205 -2.863 0.352 -0.91 0.38 -0.25
C 0.685 1.804 1.840 0.25 0.41 0.64
C -3.090 -1.312 0.215 0.11 -0.27 0.25
C -3.771 -1.784 -2.041 0.14 -0.03 0.45
C -3.197 0.046 -0.023 0.00 0.20 -0.23
C 2.999 -1.753 2.241 0.34 -0.07 -0.27
C 5.261 -0.295 -0.071 -0.36 -0.53 -0.82
C 3.415 -3.213 2.150 -0.41 0.33 -0.80
C -0.612 0.994 1.619 0.64 0.67 -0.52
H 4.329 0.257 -0.173 -0.05 0.33 0.26
H 0.832 2.680 1.219 0.11 -0.28 -0.66
H 6.777 1.480 1.080 -0.02 0.08 0.19
H 5.392 4.346 2.300 -0.17 0.23 0.15
H -9.772 1.011 -1.863 0.03 0.00 0.07
H -1.931 2.660 1.337 0.11 0.17 0.27
H 3.671 -1.151 1.631 0.10 0.11 0.05
H 2.554 -3.839 2.383 0.03 -0.16 0.46
H -3.991 -2.502 -2.813 -0.07 0.02 -0.20
H 5.882 -3.612 -0.034 0.22 -0.13 -0.04
H -7.976 -0.697 -1.216 0.00 0.05 -0.02
H -4.208 -0.087 -3.241 -0.04 0.18 -0.11
H 5.695 -1.854 -1.505 0.13 -0.04 -0.13
H -3.271 -3.287 -0.586 -0.04 -0.16 0.03
H 3.095 -3.321 -0.002 -0.15 0.12 -0.09
H -10.654 -0.279 -2.665 -0.01 -0.06 0.02
H 2.299 0.718 2.599 0.64 0.33 -0.43
H -3.686 1.558 -1.484 -0.03 0.16 0.13
H 8.009 1.688 -0.163 0.14 0.18 0.02
H -1.508 1.851 -0.155 0.39 0.06 -0.06
H 5.812 5.387 0.915 -0.01 0.26 -0.03
H -10.440 -0.316 -0.907 0.00 -0.02 0.00
H 1.090 -2.358 1.395 0.05 -0.09 0.11
H 4.012 -4.618 0.687 -0.10 -0.19 -0.03
H 5.627 -2.450 1.266 0.36 -0.10 0.07
H 4.022 -1.749 -1.078 -0.17 -0.13 -0.15
H 0.770 2.187 2.854 -0.50 0.12 0.15
H 5.996 0.891 -1.723 0.00 -0.13 -0.33
H 6.999 4.239 1.551 0.14 0.18 0.05
H -7.363 1.217 -1.471 -0.12 0.04 -0.04
H 3.038 -1.349 3.250 -0.29 -0.09 0.24
H 7.186 -0.213 -1.018 0.05 -0.20 -0.14
H 5.502 -0.368 0.986 0.11 0.02 0.19
H -6.103 1.888 -2.489 -0.03 0.09 -0.17
H 4.232 -3.409 2.832 -0.02 -0.10 0.30
H -7.790 2.345 -2.770 -0.01 0.02 -0.02
H -2.788 -1.656 1.192 0.01 0.04 0.16
H -8.916 -1.923 -2.037 0.05 -0.02 -0.09